Here is a structure of composition C21H26F3N3NiO3 from OMol25. Energies are from ωB97M-V with the def2-TZVPD basis set.

Results
HOMO (alpha / beta) = -0.273 / -0.270 hartree
E_LUMO (alpha / beta) = 0.349 / 0.368 eV
2S+1 = 3

XYZ file:
```
57
Properties=species:S:1:pos:R:3:forces:R:3
H 3.504 3.703 1.944 -0.1857 0.0573 0.0067
Ni 0.219 0.105 -0.023 -0.4644 -0.0281 0.3040
O -0.827 1.024 1.529 -0.3184 0.0526 -0.2091
H -1.923 0.545 3.273 0.1011 -0.5719 -0.1289
C -0.620 2.353 -3.696 -1.0815 -0.0442 -0.5462
C 2.899 1.233 -0.856 -1.1402 -0.8766 0.7548
C 4.114 1.882 -0.845 -0.4464 1.1268 0.8490
H 0.843 1.116 -2.791 -0.0497 -0.2064 0.0973
N 1.117 -1.180 1.395 1.0303 -1.3854 1.7098
C -0.127 1.581 -2.672 0.7659 0.0095 0.3333
H -0.712 -1.501 -2.733 -0.3241 -0.2542 -0.3381
N 1.891 1.409 0.069 1.6778 1.1189 -0.5248
C -2.473 -1.926 -0.786 -0.0216 -0.1054 1.1599
C 4.313 2.822 0.190 0.2494 -0.5316 -0.7722
H 4.843 1.744 -1.629 0.0056 -0.1976 0.0308
H -1.260 2.114 3.215 0.1911 0.2597 0.0418
H -2.376 3.463 -4.364 0.1881 0.1736 -0.0420
H -0.693 -1.930 1.907 -0.0602 -0.3665 -0.2291
C 2.219 -3.416 2.744 -0.4767 0.4015 0.5627
C -1.707 1.354 2.557 0.7769 -0.1175 -0.0277
H 2.667 0.433 -1.549 0.1098 0.0385 -0.2235
C -3.050 1.903 2.113 0.5904 0.1226 -0.7333
H -2.969 -1.077 -1.256 -0.1740 -0.2160 -0.3694
C -0.005 -3.433 -2.157 -0.0533 0.5659 0.4469
C 2.116 2.352 1.009 -0.2672 -1.0626 -0.1722
F 0.564 -4.012 -1.105 0.6630 -0.5187 -0.0331
C -1.883 2.938 -3.558 0.2374 -0.3722 0.6435
H -3.508 3.199 -2.154 -0.0395 -0.0488 0.0176
H 4.103 -2.366 2.412 0.0014 -0.0064 0.3106
C 3.332 3.014 1.129 -0.3031 0.2150 0.0271
H 0.116 -3.980 2.968 0.1682 -0.0669 0.2824
N -0.739 1.381 -1.501 -0.7615 0.0320 -0.5161
H -3.680 2.169 2.962 -0.1909 -0.1503 -0.0634
H -2.850 2.798 1.517 -0.2035 0.1358 0.0424
H 3.033 -0.405 1.485 0.0581 -0.0933 -0.3790
H -2.396 -2.898 1.126 -0.0442 -0.0610 -0.0313
C -2.538 2.761 -2.340 0.3573 -0.4696 -0.3213
O 0.916 -1.228 -1.564 -0.1510 -0.5099 -0.0405
C -2.976 -2.107 0.649 0.3268 0.4130 0.3663
H -2.664 -2.894 -1.247 0.1377 0.3575 -0.6754
H -2.845 -1.198 1.241 0.1686 0.0579 -0.0643
C 0.362 -2.152 1.965 -0.3661 1.5101 -0.4191
F -1.144 -4.121 -2.383 -0.2705 0.1840 -0.0804
H 5.216 3.413 0.258 0.1521 -0.1640 -0.0754
H -4.027 -2.377 0.751 -0.0433 -0.0355 -0.4814
F 0.729 -3.588 -3.280 0.1009 0.0359 0.6865
C 2.427 -1.269 1.724 -0.5297 0.5217 -0.5301
H 2.572 -4.326 3.211 0.4136 0.0723 -0.1087
C -0.208 -1.930 -1.853 0.4306 2.4444 -0.2607
H -0.102 2.357 -4.644 0.1329 0.2372 0.0556
H 1.312 2.507 1.718 -0.1589 -0.1088 -0.0376
H -3.501 1.171 1.438 -0.4298 -0.0015 0.2096
C 3.024 -2.343 2.366 -0.4186 -0.5846 -0.4521
O -1.060 -1.631 -0.723 -0.8323 -1.2306 0.3527
C 0.841 -3.240 2.661 0.3031 -0.0764 -0.8030
C -1.959 1.933 -1.377 0.3049 0.3985 0.3363
H -2.470 1.753 -0.441 0.1632 -0.0797 0.0616
```
Forces are in eV/Å.

Here is an isolated molecule of C2H4N2 from OMol25. Energies are from ωB97M-V with the def2-TZVPD basis set.

Results
HOMO = -0.349 hartree
E_LUMO = 0.438 eV
SMILES = C=NN=C
2S+1 = 1

XYZ file:
```
8
Properties=species:S:1:pos:R:3:forces:R:3
H -0.478 1.628 -1.262 0.6328 0.2988 2.2578
H -0.422 -2.452 -0.304 -0.3765 -1.5074 -0.5715
C 0.014 1.659 -0.197 1.1849 -6.3939 -2.2439
H 0.295 2.520 0.294 0.1667 1.7724 1.0682
H -0.125 -1.633 1.445 -0.3100 0.3899 -2.9024
N 0.551 0.513 0.271 -1.4107 3.7320 -1.0115
N 0.307 -0.627 -0.490 -1.6434 -0.8205 1.6918
C -0.142 -1.609 0.242 1.7563 2.5287 1.7114
```
Forces are in eV/Å.

Here is a cluster of 2 separate species, C13H26BF2O6PS in total from OMol25. Energies are from ωB97M-V with the def2-TZVPD basis set.

Results
HOMO = -0.318 hartree
E_LUMO = -2.401 eV
2S+1 = 1

XYZ file:
```
50
Properties=species:S:1:pos:R:3:forces:R:3
O -4.121 1.075 0.209 1.7301 -1.2574 0.4880
C 5.616 1.952 -0.293 -0.2387 -0.7997 -0.3882
H 7.050 0.680 -1.714 -1.7021 -0.2988 1.5764
B -5.816 -4.794 -1.888 -1.3325 -1.2774 -2.4648
O -4.417 -4.395 -1.695 0.2736 0.5624 1.3185
P 1.623 2.226 1.522 0.4551 0.9494 -1.4209
H 6.059 -2.315 -1.529 -0.5215 0.1730 2.3069
H -6.933 0.625 0.082 1.4983 -1.6433 -1.4702
H 7.513 -0.771 0.459 -2.4386 0.2510 -0.9402
C 6.373 -0.676 0.129 0.0175 -0.4021 0.4559
H -2.279 -0.002 0.207 -0.5473 2.1322 1.3258
O -1.088 2.709 1.763 1.7869 0.1608 -2.1001
H -4.173 -1.035 -0.527 -0.7820 1.6613 1.5055
S 1.099 0.422 0.421 0.1812 0.9439 -0.1184
H 5.719 2.874 -1.012 -0.0632 -1.8392 1.3513
H -1.128 2.087 -0.378 -1.2665 0.5374 2.0484
H 5.208 0.163 -1.645 2.1385 0.7427 1.1224
H -2.868 0.697 1.917 0.6340 0.5995 -2.2865
H 5.787 -0.439 1.142 1.2217 -0.2917 -2.2043
O -6.494 -4.529 -0.615 0.9205 0.5541 0.8437
C -6.225 -0.041 -0.610 0.5234 0.9035 0.6062
H -4.917 -0.698 1.222 0.3819 0.7265 -2.0210
F -6.419 -4.005 -2.951 0.7509 -0.9440 1.2733
O -3.264 -3.534 0.051 -0.9903 -0.2189 -0.3183
H 4.599 -2.122 -0.276 2.4894 -0.0315 -0.5048
C -4.768 -0.268 0.144 -1.3903 -0.4041 -0.7103
C -5.577 -4.028 0.225 -4.1162 -0.2611 2.3363
C 3.304 2.940 0.863 1.1421 -0.2947 -0.2405
C -2.742 0.947 0.762 -0.8226 -0.9138 0.3966
H 6.148 -3.039 0.288 -0.5625 1.9478 -1.6054
H 3.960 0.736 0.700 -0.1452 1.8545 -1.6734
C 4.006 1.702 0.023 0.9168 0.5993 0.4060
C -1.847 2.308 0.540 -0.9518 -0.2900 -1.4390
H -0.027 3.855 0.272 1.0179 -0.9305 2.0101
H 3.146 3.909 0.203 0.1235 -2.0999 1.3915
H -6.006 0.601 -1.565 -0.4625 -1.3944 1.6846
C 0.158 3.441 1.361 -2.5826 0.9467 0.5188
H 1.846 1.913 2.929 -0.5119 -0.0936 -1.2608
H 0.208 4.375 2.087 0.4090 -2.0377 -1.3872
C 5.782 -2.148 -0.401 -0.3512 0.5999 0.5458
H -6.736 -1.056 -0.893 1.0795 1.9901 0.6303
C -4.304 -3.946 -0.437 4.0106 0.1491 -2.1106
H 1.286 0.824 -0.933 -0.0811 0.0439 1.8307
F -5.892 -6.211 -2.211 0.0991 1.8219 0.3562
O -5.812 -3.697 1.376 0.4912 -0.1912 -1.2174
H -2.502 3.236 0.238 0.9690 -1.9548 0.6168
C 6.140 0.527 -0.994 -1.3597 -0.2456 0.1791
H 3.421 1.604 -0.991 1.3183 -0.1467 2.0357
H 4.042 3.199 1.748 -1.8642 -0.4280 -1.5593
H 6.262 2.124 0.672 -1.4957 -0.1606 -1.7193
```
Forces are in eV/Å.

Here is a structure of composition C21H20LiN4O3 from OMol25. Energies are from ωB97M-V with the def2-TZVPD basis set.

Results
HOMO = -0.038 hartree
E_LUMO = 1.663 eV
charge = -1
2S+1 = 1

XYZ file:
```
49
Properties=species:S:1:pos:R:3:forces:R:3
C -1.957 -4.176 -3.652 -0.4311 0.6222 -3.6135
C 0.855 0.998 3.211 -1.5591 -2.1146 1.1034
C 1.567 4.673 -6.057 -0.0938 -2.3680 1.0210
H -0.928 -0.774 6.158 -0.4774 0.3153 0.0108
N 4.429 -3.386 0.049 1.7472 -0.3396 0.2048
H 3.388 4.734 -4.914 0.0024 0.3327 0.4953
H 1.693 5.401 -6.844 0.8429 0.4175 0.4921
C -5.435 2.574 1.481 1.6152 -0.8347 -3.1614
N -6.446 0.563 0.543 -1.3177 1.3088 2.5706
C 5.340 -5.567 0.458 1.0698 -1.3725 0.7923
H -8.278 1.891 3.149 0.1604 0.0974 0.1479
C 0.169 2.817 -5.348 2.5148 -0.1193 2.3958
C 6.312 -5.056 1.291 0.1812 0.6068 -0.2199
C 2.145 3.197 -4.175 -1.3103 -1.7708 -0.2362
C 0.454 3.872 -6.239 -0.9399 -1.1477 0.7442
C 5.487 -2.880 0.800 -3.6594 -0.3941 -1.8878
H 6.942 -5.573 2.001 0.0119 -0.6391 -0.3942
C 2.418 4.262 -4.962 0.3897 2.4330 -2.6632
C 6.433 -3.676 1.300 1.2790 -0.5979 2.1439
H 3.781 -5.213 -0.837 -0.4515 0.5828 -0.2047
H 5.426 -1.860 1.151 -0.0901 0.2944 -0.5668
O -2.187 -3.451 -2.671 -1.0786 1.6686 4.0079
C 0.356 0.812 5.517 0.7535 1.7361 2.6607
H -0.785 2.330 -5.215 -0.0511 -0.3033 -0.8817
C -7.445 1.817 2.465 -0.3383 -2.1626 -1.9514
H 1.281 1.529 2.373 0.1713 -0.1701 -0.1415
C 4.495 -4.724 -0.190 -0.8475 2.1727 0.0513
H -8.260 0.089 1.656 0.2663 -0.7210 -0.6348
C -7.405 0.740 1.551 0.6957 0.9692 -0.6498
C -0.603 -0.672 4.020 1.0822 1.2219 -2.5724
O -2.888 -4.737 -4.312 -0.3627 -0.8450 0.7046
H 1.587 2.375 4.663 0.2364 -0.1649 0.5185
H 7.100 -3.198 2.002 0.5077 -0.1226 -0.0689
H 5.163 -6.624 0.324 0.2035 -0.1558 0.1211
H 0.602 1.271 6.463 -0.5630 -0.5163 0.7843
N 1.068 2.412 -4.368 -1.8284 1.4838 -1.0619
H -4.659 1.277 -0.099 0.0663 0.3835 -0.3088
C -5.481 1.507 0.562 -0.5346 -1.2243 0.6673
O -0.802 -4.053 -4.133 2.6735 -0.7629 -0.6906
H -0.253 3.911 -7.054 0.0305 0.7703 -0.1903
H -6.399 3.530 3.045 -0.0912 0.4342 -0.0343
Li 0.668 -1.521 -1.869 -0.7641 -0.6875 -0.4021
C 1.040 1.450 4.554 -0.0786 0.1578 -4.6116
H -4.641 3.295 1.353 0.0939 0.0378 0.3198
H -1.200 -1.454 3.575 -0.3966 -0.4798 1.0567
C -6.447 2.728 2.323 -0.6264 1.7099 3.0464
C -0.543 -0.183 5.340 0.2510 -2.2753 -1.8506
N 0.080 -0.133 2.915 0.5895 2.2985 3.0145
H 2.762 2.852 -3.358 0.4556 0.2347 -0.0770
```
Forces are in eV/Å.

Here is the ion C2ClO4 with charge -1 from OMol25. Energies are from ωB97M-V with the def2-TZVPD basis set.

Results
HOMO (alpha / beta) = -0.056 / -0.169 hartree
E_LUMO (alpha / beta) = 3.668 / 2.605 eV
charge = -1
2S+1 = 3

XYZ file:
```
7
Properties=species:S:1:pos:R:3:forces:R:3
Cl 1.760 -0.587 -1.090 0.5175 0.0296 0.1221
C 0.647 0.043 0.139 -3.1805 -0.7263 -0.8523
O 0.552 1.395 0.216 -6.6863 10.5946 -13.2705
C -1.078 -0.475 -0.078 2.1819 0.1658 -0.9952
O -1.194 -1.106 -1.096 0.0425 -1.2171 -1.0105
O 1.118 0.641 1.230 8.0116 -9.7410 13.9793
O -1.806 0.089 0.679 -0.8869 0.8945 2.0271
```
Forces are in eV/Å.

Here is a structure of composition C44H35AsBrCrN3O2S from OMol25. Energies are from ωB97M-V with the def2-TZVPD basis set.

Results
HOMO (alpha / beta) = -0.379 / -0.379 hartree
E_LUMO (alpha / beta) = -4.148 / -3.321 eV
charge = +1
2S+1 = 2

XYZ file:
```
88
Properties=species:S:1:pos:R:3:forces:R:3
C 0.177 4.195 -3.411 -0.0296 0.0150 -0.0241
H 5.026 -2.192 4.149 -0.0386 0.0589 0.0356
C -2.180 -1.107 2.513 0.3678 0.2614 -0.1967
C -3.990 -4.437 -4.786 -0.0615 0.0076 -0.0075
H -2.416 3.495 3.481 -0.0129 -0.0220 0.0200
H -4.524 2.680 -0.150 0.0155 -0.0084 -0.0128
Cr 0.862 -1.202 -0.334 -0.0567 -1.1853 2.2450
H -4.737 -4.929 -4.178 0.0226 -0.0319 -0.0018
C -1.258 -1.600 1.404 -0.3524 -0.6892 0.2500
H 3.349 2.352 3.803 0.0154 -0.0227 -0.0186
C -3.829 -0.385 4.647 -0.0506 0.0257 -0.0077
C -3.196 -3.725 -6.935 -0.0548 -0.0268 -0.0832
C 3.393 -3.466 3.626 0.2027 0.1035 0.1419
C -1.285 2.537 1.941 0.1071 -0.0746 0.0440
H 0.164 -0.950 3.164 0.0368 -0.0118 -0.0077
C -1.630 -0.811 3.769 -0.1776 -0.0130 -0.1076
C 1.516 3.771 -1.005 -0.1305 -0.0761 -0.0435
N 2.777 -0.979 0.339 0.6148 0.3004 -0.0500
H -0.389 2.486 2.545 -0.0064 0.0541 -0.0177
C -0.453 -2.179 -3.194 0.5484 -0.0389 -0.3563
H -2.486 1.686 -1.110 -0.0246 0.0207 -0.0015
H -4.021 -1.252 1.402 0.0286 0.0458 -0.0555
H 1.707 0.955 2.589 -0.0059 0.0158 0.0303
N -0.968 -1.616 -0.931 -0.8940 -0.7559 -0.7182
C -2.463 -0.467 4.829 0.2065 0.0098 0.0030
C -4.382 -0.662 3.406 -0.1349 -0.0284 -0.0624
C -2.053 -3.220 -6.344 0.0484 0.0950 0.1557
H 5.473 0.991 0.602 -0.0266 0.0218 -0.0176
C -0.075 3.043 -2.679 -0.0452 -0.1272 0.0318
H 4.269 1.510 -1.305 -0.0372 0.0354 -0.0228
C 3.685 -0.052 0.032 -0.1512 -0.1361 -0.0081
C 2.228 -2.967 1.564 0.1446 -0.2922 0.1629
H -0.783 2.310 -3.048 -0.0253 0.0393 -0.0139
C 4.774 0.215 0.879 0.1358 0.0254 0.1182
H -1.108 -2.687 1.579 0.1889 0.1185 -0.0678
C -2.844 -3.939 -4.192 0.1751 -0.0018 0.0236
H -4.466 -0.096 5.473 0.0099 -0.0420 0.0137
H 2.479 5.653 -1.401 -0.0003 0.0071 0.0039
C 1.093 5.128 -2.944 0.0106 0.0015 0.0183
C -3.559 -1.026 2.354 0.0513 0.0148 0.0467
As 0.322 1.373 -0.211 0.1400 0.8582 0.0529
H 1.815 -4.665 2.780 0.0132 -0.0258 -0.0486
H 3.525 -4.119 4.478 -0.0138 0.0031 0.0037
C 3.524 3.790 2.220 0.0020 0.0500 -0.0199
C 3.018 2.642 2.814 0.0236 -0.0289 0.0337
C -3.597 3.160 1.722 -0.0019 0.0119 0.1065
C -2.468 2.084 -0.101 0.1213 -0.0869 -0.1003
C 4.924 -0.476 2.047 -0.0403 -0.0356 -0.1174
H 0.168 -2.607 -5.117 0.0084 -0.0417 -0.0029
C 4.216 -2.385 3.457 -0.0501 -0.1831 0.0829
H -2.682 -4.117 -3.137 -0.0021 0.0302 0.0258
Br 1.344 -1.532 -2.804 -0.3461 0.1308 -0.4103
H -5.079 -4.705 -6.614 0.0100 -0.0124 -0.0121
C 1.768 4.916 -1.752 0.0108 0.0060 -0.0010
H -0.349 4.372 -4.340 0.0185 -0.0162 -0.0152
C -2.435 3.099 2.475 -0.0474 -0.0078 0.0253
H -2.006 -0.272 5.791 -0.0144 0.0538 -0.0153
H -2.403 -2.233 -2.260 -0.0070 -0.0261 -0.0445
H 1.278 6.032 -3.509 0.0125 -0.0118 -0.0177
H 3.482 5.090 0.518 -0.0099 0.0194 0.0109
C -4.179 -4.318 -6.155 0.0364 -0.0077 0.0363
H 3.865 -0.023 -2.082 0.0331 0.0143 -0.0111
H -5.452 -0.608 3.256 0.0124 0.0223 0.0111
C 2.087 1.865 2.138 -0.0621 -0.1197 0.0305
H -2.716 -2.024 -0.056 -0.0084 -0.0338 -0.1064
C -0.658 -2.683 -4.419 0.2959 0.1837 0.3447
C 2.417 -3.773 2.668 -0.0976 0.2167 -0.2087
H -1.295 -2.743 -6.954 0.0054 -0.0253 -0.0226
C 3.585 0.665 -1.279 -0.0075 -0.0380 0.0869
C -1.869 -3.289 -4.958 -0.3867 -0.1007 -0.2262
S 1.178 -3.438 0.254 -0.3651 0.9889 -0.5953
N -1.877 -1.470 0.064 -0.0631 0.4009 0.3979
O -0.294 -0.856 4.015 0.0352 -0.0357 0.0206
C 0.575 2.843 -1.473 0.1597 -0.1843 -0.0692
C -3.615 2.642 0.436 -0.1223 -0.0002 -0.0619
C 4.048 -1.540 2.342 -0.1415 0.0920 -0.2238
C 3.082 4.189 0.966 0.0151 -0.0156 -0.0144
C -1.293 2.047 0.643 -0.1408 -0.2855 -0.0988
H 4.261 4.386 2.741 -0.0100 0.0052 0.0014
O -0.015 -0.991 1.369 0.3896 0.5890 -1.2675
C 3.006 -1.792 1.419 0.2353 -0.1592 0.3875
C 1.640 2.264 0.889 0.1287 -0.0421 0.0613
C -1.352 -2.027 -2.090 -0.3627 0.2306 0.5386
H 2.580 1.027 -1.487 0.0255 0.0078 -0.0548
H -4.487 3.610 2.140 -0.0111 -0.0154 -0.0127
C 2.122 3.439 0.297 -0.0432 -0.1131 0.0776
H 5.735 -0.249 2.728 0.0132 0.0099 -0.0037
H -3.320 -3.664 -8.007 -0.0045 0.0347 0.0040
```
Forces are in eV/Å.

Total energy in hartree, matching the order above: -3013.69849; -188.01553; -1926.39960; -1264.29634; -837.13380; -8264.70551
Energy above the lowest of the compared OMol25 structures with the same formula, charge and spin in kJ/mol, matching the order above: 0.00; 269.87; 596.87; 549.30; 50.49; 0.00